Record 1
Here is a cluster of 3 separate species, C2H8OS2 in total from the Open Molecules 2025 dataset. Energies are from ωB97M-V/def2-TZVPD.

Output
spin multiplicity	2
HOMO-LUMO gap (spin up / spin down)	6.2294 / 4.4555	eV
net charge	-1
ΔE to the lowest compared entry with this formula, charge and spin	22.6	kJ/mol
LUMO level (spin up / spin down)	3.381 / 1.629	eV

Geometry (Å):
C 1.89 0.53 -0.19
S 1.51 0.71 1.59
S -0.41 -0.59 -2.35
C -1.51 0.07 -1.01
H 1.19 1.02 -0.87
H 2.87 0.98 -0.33
H 2.06 -0.51 -0.44
H -2.07 0.79 -1.59
H -2.12 -0.74 -0.66
H -0.80 0.49 -0.30
H -0.28 -0.39 1.79
H -1.46 -1.16 2.55
O -0.86 -1.21 1.80



Record 2
Here is a structure of composition C30H29BiF5N5O2Se3 from the Open Molecules 2025 dataset. Energies are from ωB97M-V/def2-TZVPD.

Output
spin multiplicity	1
HOMO-LUMO gap (spin up / spin down)	6.7798 / 6.6097	eV
ΔE to the lowest compared entry with this formula, charge and spin	573.0	kJ/mol
LUMO level (spin up / spin down)	-0.627 / -0.630	eV

Geometry (Å):
Bi 0.76 -0.09 -0.07
C -2.56 1.12 0.38
N -1.98 0.26 -0.67
C -2.31 0.76 -2.01
C -1.48 1.94 -2.48
C -2.09 3.05 -3.04
C -1.31 4.09 -3.52
C 0.07 3.98 -3.43
C 0.60 2.84 -2.85
N -0.15 1.84 -2.40
C -2.46 -1.11 -0.51
C -2.07 -1.72 0.81
C -2.98 -2.44 1.56
C -2.58 -2.99 2.77
C -1.29 -2.77 3.21
C -0.43 -2.05 2.40
N -0.80 -1.55 1.22
C -2.16 2.58 0.34
C -3.15 3.56 0.38
C -2.78 4.89 0.36
C -1.43 5.20 0.28
C -0.52 4.16 0.24
N -0.87 2.88 0.28
H -2.26 0.72 1.35
H -3.66 1.09 0.32
H -3.37 1.04 -2.06
H -2.13 -0.05 -2.71
H -3.17 3.11 -3.09
H -1.76 4.97 -3.95
H 0.72 4.77 -3.78
H 1.67 2.71 -2.74
H -2.03 -1.71 -1.32
H -3.56 -1.15 -0.61
H -4.00 -2.56 1.20
H -3.28 -3.56 3.37
H -0.94 -3.16 4.15
H 0.59 -1.85 2.71
H -4.19 3.27 0.43
H -3.53 5.67 0.40
H -1.10 6.23 0.26
H 0.55 4.36 0.19
O 2.54 -6.16 -1.09
C 1.61 -5.37 -1.80
C 1.77 -3.85 -1.58
C 3.12 -3.41 -2.17
O 4.25 -3.92 -1.46
C 0.65 -3.18 -2.36
Se 0.62 -1.19 -2.50
C 1.67 -3.60 -0.07
Se 2.51 -1.97 0.67
H 3.42 -5.79 -1.25
H 0.62 -5.69 -1.45
H 1.67 -5.57 -2.87
H 3.14 -2.32 -2.21
H 3.20 -3.79 -3.19
H 4.30 -3.45 -0.62
H -0.32 -3.48 -1.97
H 0.69 -3.48 -3.41
H 2.17 -4.40 0.46
H 0.62 -3.59 0.23
F 1.01 1.39 6.20
C 0.90 1.58 4.86
C 0.88 2.99 4.37
F -0.06 3.31 3.44
C 2.21 2.98 3.95
F 3.14 3.18 4.90
C 2.44 1.93 2.99
Se 2.86 1.88 1.25
C 1.97 0.81 3.84
F 2.92 -0.07 4.25
C 0.56 0.50 3.95
F -0.26 0.77 2.84
N 4.26 0.21 -1.88
C 3.21 0.57 -1.51
H 5.14 -0.16 -2.17



Record 3
Here is the molecule C11H15ClO3 from the Open Molecules 2025 dataset. Energies are from ωB97M-V/def2-TZVPD.

Output
spin multiplicity	1
HOMO-LUMO gap	9.8443	eV
ΔE to the lowest compared entry with this formula, charge and spin	0.0	kJ/mol
LUMO level	-0.832	eV

Geometry (Å):
C -0.70 -3.37 -0.20
C -0.21 -2.26 0.74
C -1.38 -1.39 1.23
C 0.92 -1.38 0.17
C 0.57 -0.41 -0.92
C 0.80 0.90 -0.95
C 1.44 1.80 0.06
C 0.44 2.26 1.13
C -0.56 3.28 0.63
Cl 1.36 2.91 2.53
C 0.30 1.42 -2.25
O 0.31 2.53 -2.66
O -0.22 0.38 -2.97
C -0.05 -0.78 -2.23
O -0.40 -1.83 -2.64
H -0.96 -4.26 0.37
H -1.58 -3.06 -0.76
H 0.06 -3.64 -0.94
H 0.23 -2.74 1.62
H -1.07 -0.70 2.02
H -2.17 -2.02 1.65
H -1.82 -0.82 0.41
H 1.74 -2.02 -0.18
H 1.32 -0.78 1.00
H 2.27 1.27 0.55
H 1.86 2.68 -0.45
H -0.07 1.38 1.53
H -0.84 3.07 -0.41
H -1.47 3.29 1.24
H -0.12 4.28 0.66



Record 4
Here is a structure of composition C5H9ClF2N2 from the Open Molecules 2025 dataset. Energies are from ωB97M-V/def2-TZVPD.

Output
spin multiplicity	1
HOMO-LUMO gap	9.2375	eV
ΔE to the lowest compared entry with this formula, charge and spin	0.0	kJ/mol
LUMO level	0.820	eV

Geometry (Å):
C -0.92 -1.93 0.87
C -1.68 -0.81 0.06
C -0.14 -0.93 -0.08
C 0.78 0.14 0.39
C 2.53 -0.68 -0.14
N 1.05 2.59 -0.18
N 0.46 1.23 -0.27
F 2.89 -1.63 0.71
F 2.32 -1.29 -1.35
Cl 3.84 0.53 -0.30
H -0.89 -2.06 1.94
H -0.81 -2.89 0.53
H -2.33 -1.26 -0.74
H -1.99 -0.06 0.70
H 0.07 -1.33 -1.04
H 0.96 0.41 1.39
H 1.33 2.59 0.86
H 1.95 2.58 -0.69
H -0.18 1.17 -1.11



Record 5
Here is a structure of composition C22H43NO8Rb from the Open Molecules 2025 dataset. Energies are from ωB97M-V/def2-TZVPD.

Output
spin multiplicity	1
HOMO-LUMO gap	2.5184	eV
net charge	-1
ΔE to the lowest compared entry with this formula, charge and spin	0.0	kJ/mol
LUMO level	1.095	eV

Geometry (Å):
Rb -5.53 0.81 -1.15
O -2.27 0.06 -0.53
C -2.62 -1.09 -1.10
O -3.67 -1.17 -1.73
O -1.96 -2.12 -0.86
H -1.48 -0.31 -0.12
C 1.27 0.59 3.84
C 1.83 0.46 2.36
C 3.30 0.95 2.18
C 4.33 0.09 2.77
C 4.11 -1.40 2.48
C 2.63 -1.94 2.55
N 1.75 -0.94 1.88
O 0.53 -1.41 1.47
C 2.31 -2.26 4.05
C 2.62 -3.30 1.81
C 1.05 1.42 1.42
H 2.01 1.14 4.43
H 0.71 -0.23 4.29
H 0.40 1.23 3.72
H 3.41 1.97 2.54
H 3.50 1.16 1.13
H 4.34 0.33 3.83
H 5.30 0.44 2.43
H 4.74 -1.82 3.26
H 4.61 -1.70 1.56
H 1.25 -2.40 4.25
H 2.49 -1.41 4.71
H 2.74 -3.15 4.51
H 1.85 -3.95 2.23
H 3.52 -3.88 2.02
H 2.42 -3.14 0.75
H 1.39 1.28 0.40
H 1.17 2.45 1.77
H -0.02 1.20 1.48
C -2.91 1.81 2.41
C -2.97 2.99 1.39
O -3.74 3.08 0.43
C -1.89 4.10 1.56
H -3.25 0.86 2.01
H -3.68 2.03 3.14
H -2.01 1.65 3.00
H -2.21 4.84 0.82
H -0.89 3.80 1.25
H -1.96 4.54 2.55
C 0.74 -0.55 -2.17
C 2.12 -1.05 -2.50
O 2.30 -1.87 -3.38
C 3.21 -0.52 -1.69
H 0.53 -0.75 -1.12
H 0.03 -1.08 -2.81
H 0.70 0.52 -2.32
H 3.00 0.54 -1.78
H 4.17 -0.75 -2.17
H 3.25 -0.89 -0.67
C -3.18 4.87 -2.77
C -3.36 3.36 -2.78
O -4.46 2.85 -2.89
C -2.11 2.56 -2.57
H -3.10 5.18 -1.73
H -4.17 5.27 -3.03
H -2.38 5.24 -3.41
H -2.00 2.42 -1.49
H -1.21 3.10 -2.87
H -2.29 1.53 -2.87
C -1.33 -3.09 -5.04
C -1.58 -4.16 -4.00
O -0.61 -4.72 -3.44
C -3.02 -4.30 -3.55
H -1.79 -3.38 -5.99
H -0.25 -2.93 -5.05
H -1.70 -2.16 -4.63
H -3.18 -4.92 -2.68
H -3.53 -4.74 -4.41
H -3.31 -3.26 -3.40



Record 6
Here is a structure of composition C56H54I2N5OP3RbS2 from the Open Molecules 2025 dataset. Energies are from ωB97M-V/def2-TZVPD.

Output
spin multiplicity	1
HOMO-LUMO gap	7.5739	eV
net charge	+1
ΔE to the lowest compared entry with this formula, charge and spin	144.7	kJ/mol
LUMO level	-2.255	eV

Geometry (Å):
Rb 0.05 0.32 -0.16
O 0.86 1.70 1.85
S 0.81 0.68 2.96
C 2.47 0.65 3.60
C 2.98 1.58 4.49
C 4.31 1.46 4.89
C 5.09 0.43 4.40
C 4.58 -0.47 3.46
C 3.26 -0.37 3.05
P 2.52 -1.38 1.68
C 2.07 -2.95 2.51
C 1.07 -3.71 1.90
C 0.73 -4.96 2.40
C 1.38 -5.46 3.52
C 2.35 -4.69 4.15
C 2.70 -3.45 3.64
C 4.02 -1.86 0.75
C 4.73 -0.83 0.12
C 5.84 -1.11 -0.65
C 6.26 -2.43 -0.81
C 5.55 -3.46 -0.21
C 4.43 -3.17 0.57
C -0.19 1.45 4.23
C 0.08 1.31 5.59
C -0.75 1.91 6.52
C -1.86 2.62 6.09
C -2.17 2.69 4.74
C -1.35 2.10 3.78
P -1.85 2.02 1.99
C -3.66 2.30 2.10
C -4.42 1.37 2.83
C -5.80 1.44 2.84
C -6.46 2.43 2.12
C -5.72 3.34 1.39
C -4.33 3.28 1.37
C -1.29 3.64 1.33
C -1.05 4.75 2.12
C -0.71 5.97 1.55
C -0.59 6.08 0.17
C -0.82 4.98 -0.63
C -1.16 3.76 -0.06
H 2.37 2.39 4.86
H 4.72 2.17 5.59
H 6.12 0.33 4.72
H 5.22 -1.23 3.04
H 0.57 -3.31 1.03
H -0.04 -5.55 1.91
H 1.12 -6.43 3.91
H 2.85 -5.08 5.03
H 3.46 -2.86 4.14
H 4.41 0.20 0.24
H 6.39 -0.31 -1.12
H 7.14 -2.66 -1.40
H 5.86 -4.48 -0.34
H 3.88 -3.98 1.03
H 0.94 0.75 5.92
H -0.54 1.81 7.57
H -2.51 3.10 6.81
H -3.07 3.21 4.42
H -3.92 0.61 3.41
H -6.37 0.72 3.42
H -7.54 2.48 2.12
H -6.22 4.11 0.82
H -3.77 4.01 0.80
H -1.14 4.68 3.20
H -0.53 6.83 2.18
H -0.32 7.03 -0.27
H -0.72 5.05 -1.71
H -1.34 2.91 -0.70
N -1.28 -2.45 -0.84
C -2.45 -2.86 -1.56
C -2.66 -4.20 -1.87
C -3.80 -4.58 -2.56
C -4.75 -3.63 -2.92
C -4.52 -2.29 -2.63
C -3.36 -1.89 -1.97
P -2.86 -0.14 -1.79
C -4.44 0.72 -2.13
C -4.72 1.42 -3.30
C -5.96 2.02 -3.48
C -6.94 1.92 -2.50
C -6.66 1.23 -1.33
C -5.41 0.65 -1.14
C -1.93 0.07 -3.36
C -1.37 1.33 -3.60
C -0.63 1.57 -4.75
C -0.40 0.54 -5.65
C -0.94 -0.71 -5.42
C -1.70 -0.95 -4.28
H -0.62 -3.21 -0.77
H -1.54 -2.14 0.09
H -1.93 -4.94 -1.58
H -3.96 -5.62 -2.80
H -5.65 -3.93 -3.44
H -5.24 -1.55 -2.95
H -3.98 1.50 -4.09
H -6.17 2.55 -4.40
H -7.91 2.37 -2.65
H -7.41 1.14 -0.56
H -5.20 0.12 -0.21
H -1.54 2.14 -2.90
H -0.21 2.55 -4.92
H 0.18 0.72 -6.55
H -0.77 -1.52 -6.12
H -2.13 -1.93 -4.12
I 2.65 2.73 -0.98
C 3.22 0.99 -3.59
I 2.18 -0.76 -2.90
H 4.21 0.93 -3.15
H 3.28 0.87 -4.67
N 0.66 5.69 -4.18
C 1.50 5.27 -3.22
N 2.29 6.24 -2.76
S 2.44 2.58 -3.34
H 0.63 6.64 -4.55
H 0.04 5.03 -4.61
H 2.29 7.20 -3.10
H 2.95 6.02 -2.04
N -2.37 -2.84 2.64
N -1.83 -1.58 2.24
H -2.77 -2.80 3.57
H -1.61 -3.51 2.65
H -1.29 -1.14 2.99
H -2.60 -0.96 2.02



Question: Which of these has the highest spin multiplicity?
Answer: C2H8OS2



Question: What is the formula in the sixth record?
Answer: C56H54I2N5OP3RbS2



What did the fourth record say?
Here is a structure of composition C5H9ClF2N2 from the Open Molecules 2025 dataset. Energies are from ωB97M-V/def2-TZVPD.

Output
spin multiplicity	1
HOMO-LUMO gap	9.2375	eV
ΔE to the lowest compared entry with this formula, charge and spin	0.0	kJ/mol
LUMO level	0.820	eV

Geometry (Å):
C -0.92 -1.93 0.87
C -1.68 -0.81 0.06
C -0.14 -0.93 -0.08
C 0.78 0.14 0.39
C 2.53 -0.68 -0.14
N 1.05 2.59 -0.18
N 0.46 1.23 -0.27
F 2.89 -1.63 0.71
F 2.32 -1.29 -1.35
Cl 3.84 0.53 -0.30
H -0.89 -2.06 1.94
H -0.81 -2.89 0.53
H -2.33 -1.26 -0.74
H -1.99 -0.06 0.70
H 0.07 -1.33 -1.04
H 0.96 0.41 1.39
H 1.33 2.59 0.86
H 1.95 2.58 -0.69
H -0.18 1.17 -1.11



Please write out number 2 again, unchanged.
Here is a structure of composition C30H29BiF5N5O2Se3 from the Open Molecules 2025 dataset. Energies are from ωB97M-V/def2-TZVPD.

Output
spin multiplicity	1
HOMO-LUMO gap (spin up / spin down)	6.7798 / 6.6097	eV
ΔE to the lowest compared entry with this formula, charge and spin	573.0	kJ/mol
LUMO level (spin up / spin down)	-0.627 / -0.630	eV

Geometry (Å):
Bi 0.76 -0.09 -0.07
C -2.56 1.12 0.38
N -1.98 0.26 -0.67
C -2.31 0.76 -2.01
C -1.48 1.94 -2.48
C -2.09 3.05 -3.04
C -1.31 4.09 -3.52
C 0.07 3.98 -3.43
C 0.60 2.84 -2.85
N -0.15 1.84 -2.40
C -2.46 -1.11 -0.51
C -2.07 -1.72 0.81
C -2.98 -2.44 1.56
C -2.58 -2.99 2.77
C -1.29 -2.77 3.21
C -0.43 -2.05 2.40
N -0.80 -1.55 1.22
C -2.16 2.58 0.34
C -3.15 3.56 0.38
C -2.78 4.89 0.36
C -1.43 5.20 0.28
C -0.52 4.16 0.24
N -0.87 2.88 0.28
H -2.26 0.72 1.35
H -3.66 1.09 0.32
H -3.37 1.04 -2.06
H -2.13 -0.05 -2.71
H -3.17 3.11 -3.09
H -1.76 4.97 -3.95
H 0.72 4.77 -3.78
H 1.67 2.71 -2.74
H -2.03 -1.71 -1.32
H -3.56 -1.15 -0.61
H -4.00 -2.56 1.20
H -3.28 -3.56 3.37
H -0.94 -3.16 4.15
H 0.59 -1.85 2.71
H -4.19 3.27 0.43
H -3.53 5.67 0.40
H -1.10 6.23 0.26
H 0.55 4.36 0.19
O 2.54 -6.16 -1.09
C 1.61 -5.37 -1.80
C 1.77 -3.85 -1.58
C 3.12 -3.41 -2.17
O 4.25 -3.92 -1.46
C 0.65 -3.18 -2.36
Se 0.62 -1.19 -2.50
C 1.67 -3.60 -0.07
Se 2.51 -1.97 0.67
H 3.42 -5.79 -1.25
H 0.62 -5.69 -1.45
H 1.67 -5.57 -2.87
H 3.14 -2.32 -2.21
H 3.20 -3.79 -3.19
H 4.30 -3.45 -0.62
H -0.32 -3.48 -1.97
H 0.69 -3.48 -3.41
H 2.17 -4.40 0.46
H 0.62 -3.59 0.23
F 1.01 1.39 6.20
C 0.90 1.58 4.86
C 0.88 2.99 4.37
F -0.06 3.31 3.44
C 2.21 2.98 3.95
F 3.14 3.18 4.90
C 2.44 1.93 2.99
Se 2.86 1.88 1.25
C 1.97 0.81 3.84
F 2.92 -0.07 4.25
C 0.56 0.50 3.95
F -0.26 0.77 2.84
N 4.26 0.21 -1.88
C 3.21 0.57 -1.51
H 5.14 -0.16 -2.17